No. 1
Density functional theory data (ωB97M-V/def2-TZVPD) for an isolated molecule of C17H17N5O3S in a non-equilibrium geometry.

Element x y z (Å)
C: 4.2420 1.0415 -0.4359
O: 2.9710 0.9456 0.1860
C: 1.9518 1.5311 -0.4828
O: 2.1117 2.0866 -1.5424
C: 0.6794 1.3818 0.2161
C: 0.4484 0.6898 1.4050
C: 1.3836 -0.0073 2.3181
N: -0.8695 0.7426 1.6569
C: -1.5222 1.4746 0.6841
C: -2.9583 1.6315 0.6042
O: -3.5070 2.5025 -0.0328
C: -3.8058 0.5769 1.3216
S: -3.1420 -1.1033 1.0595
C: -2.8018 -0.9399 -0.6350
N: -3.5974 -0.3786 -1.5168
N: -2.9381 -0.3797 -2.6607
N: -1.7925 -0.8990 -2.5418
N: -1.6397 -1.2804 -1.2655
C: -0.4531 -1.8458 -0.7880
C: 0.7359 -1.5075 -1.4258
C: 1.9226 -2.0506 -0.9744
C: 1.9266 -2.9187 0.1067
C: 0.7371 -3.2551 0.7312
C: -0.4614 -2.7268 0.2851
C: -0.5668 1.8939 -0.2354
C: -0.8163 2.6847 -1.4608
H: 4.1855 0.7082 -1.4743
H: 4.9114 0.4054 0.1379
H: 4.5951 2.0750 -0.4231
H: 0.8381 -0.4851 3.1291
H: 1.9481 -0.7601 1.7725
H: 2.1004 0.6986 2.7339
H: -1.3133 0.3279 2.4608
H: -3.8159 0.7324 2.4011
H: -4.8231 0.6233 0.9331
H: 0.7083 -0.8294 -2.2640
H: 2.8477 -1.7969 -1.4681
H: 2.8566 -3.3408 0.4569
H: 0.7370 -3.9407 1.5648
H: -1.3920 -3.0075 0.7540
H: -1.8592 2.6057 -1.7600
H: -0.6026 3.7357 -1.2680
H: -0.1603 2.3577 -2.2632

Cartesian forces, eV/Å:
C 0.2 0.1 -0.3
O -0.2 0.0 0.2
C 0.1 0.0 0.0
O 0.1 0.0 0.0
C -0.2 0.0 0.2
C 0.1 0.1 -0.1
C 0.1 -0.1 0.1
N 0.2 0.1 0.2
C 0.6 0.5 -0.6
C -0.4 0.0 0.2
O 0.0 0.0 0.1
C -0.2 -0.2 -0.3
S -0.5 -0.2 0.2
C 0.5 -0.2 -0.2
N -0.5 -0.2 1.1
N -0.1 0.5 -1.0
N 1.2 -0.5 -0.6
N -1.7 0.5 0.3
C 0.8 -0.3 0.1
C -0.1 0.0 0.0
C 0.0 -0.1 0.0
C 0.0 -0.1 0.0
C 0.1 0.0 0.0
C -0.1 0.1 -0.2
C -0.2 -0.3 0.4
C -0.1 0.0 -0.3
H 0.1 0.0 0.1
H 0.0 0.0 0.0
H 0.0 -0.1 0.0
H 0.0 -0.1 0.1
H 0.0 0.0 0.1
H 0.0 0.0 0.1
H 0.2 0.0 -0.1
H 0.0 0.0 0.1
H 0.1 0.1 0.1
H 0.0 0.1 -0.1
H 0.1 0.0 -0.1
H 0.1 0.0 0.0
H 0.0 -0.1 0.1
H 0.0 -0.1 0.0
H 0.0 0.0 0.0
H 0.0 0.1 -0.1
H 0.0 0.0 0.0

The SMILES is COC(=O)c1c(C)[nH]c(C(=O)CSc2nnnn2-c2ccccc2)c1C. For the HOMO-LUMO gap, the calculation gives 8.67 eV. For the LUMO energy, the calculation gives 0.06 eV. The HOMO energy comes out at -8.613 eV.



No. 2
Density functional theory data (ωB97M-V/def2-TZVPD) for C4H2O7S as an isolated structure in a non-equilibrium geometry.

Element x y z (Å)
C: -1.8856 -0.5469 -0.1182
C: 2.0412 -0.3340 -0.0818
C: -0.5687 0.1005 -0.3314
C: 0.5555 -0.4355 0.4756
O: -2.6171 -0.9904 -1.0859
O: 2.8073 -1.2610 0.2639
O: -2.1434 -0.8464 1.0705
O: 2.2081 0.4849 -0.9514
O: 0.1557 2.7890 -0.0350
O: -0.3148 0.5118 -1.5514
O: 0.3445 -1.2298 1.4860
S: -0.3544 1.7544 0.8756
H: 0.5166 1.0463 -1.4742
H: -0.7451 -1.0429 1.4578

Cartesian forces, eV/Å:
C -2.7 -2.7 -3.2
C -0.9 -3.0 1.1
C 0.5 0.1 1.8
C 1.4 0.8 -0.6
O 1.9 1.9 1.5
O -0.3 0.3 0.6
O 0.8 0.1 2.0
O 0.5 2.7 -1.9
O 1.0 1.9 -1.6
O 0.5 1.1 -1.9
O -2.2 1.1 -0.3
S -0.8 -2.8 1.5
H 0.0 -0.5 -0.3
H 0.3 -1.2 1.2

For the HOMO-LUMO gap (alpha / beta), the calculation gives 5.87 / 5.87 eV. For the LUMO energy (alpha / beta), the calculation gives 5.84 / 5.84 eV. The HOMO energy (alpha / beta) comes out at -0.025 / -0.026 eV. The charge is -2.



No. 3
Density functional theory data (ωB97M-V/def2-TZVPD) for a 2-piece molecular cluster, C3H8N2O2 overall in a non-equilibrium geometry.

Element x y z (Å)
C: -0.7097 0.8468 -1.1954
N: 0.1193 -0.0509 -0.7413
O: -0.2349 -1.2425 -0.4412
C: 1.4548 0.3979 -0.3170
C: 2.2089 -0.6667 0.3987
O: 1.8146 1.5138 -0.5559
H: -0.3432 1.8476 -1.3350
H: -1.6200 0.5278 -1.6690
H: 3.1532 -0.2682 0.7633
H: 2.3816 -1.4903 -0.3015
H: 1.6027 -1.0740 1.2123
N: -2.3762 0.1465 0.9285
H: -1.8623 -0.6696 0.5739
H: -2.2250 0.1871 1.9212
H: -3.3638 -0.0054 0.7583

Cartesian forces, eV/Å:
C 1.0 -0.4 -0.9
N -1.6 1.0 0.1
O 0.3 -0.5 -0.3
C 0.5 0.3 0.3
C 0.1 -0.2 0.0
O -0.1 -0.3 0.0
H 0.1 0.1 0.1
H -0.2 -0.2 0.5
H -0.1 0.0 -0.1
H 0.0 0.0 0.2
H 0.1 0.1 -0.2
N 0.0 -0.3 -0.4
H -0.2 0.2 0.1
H -0.1 0.0 0.3
H 0.1 0.0 0.1

The SMILES is C=[N+]([O-])C(C)=O.N. For the HOMO-LUMO gap (alpha / beta), the calculation gives 8.73 / 8.73 eV. For the LUMO energy (alpha / beta), the calculation gives -0.15 / -0.15 eV. The HOMO energy (alpha / beta) comes out at -8.881 / -8.880 eV.



No. 4
Density functional theory data (ωB97M-V/def2-TZVPD) for an isolated molecule of C23H31NO2.

Element x y z (Å)
C: -1.9945 -0.9323 -2.7781
C: -1.6149 -1.4183 -1.3731
C: -2.8591 -1.4889 -0.4697
O: -3.6209 -0.3056 -0.5804
C: -4.7869 -0.2090 0.1146
C: -5.2929 -1.1817 0.9695
C: -6.4965 -0.9657 1.6213
C: -7.2038 0.2067 1.4356
C: -6.6984 1.1788 0.5857
C: -5.5024 0.9759 -0.0694
N: -0.5572 -0.6734 -0.7124
C: 0.7747 -0.9452 -1.2120
C: 1.8130 -0.4439 -0.2093
C: 1.6829 1.0560 0.0919
C: 2.1411 1.8821 -1.1268
O: 2.3026 3.2564 -0.8646
C: 2.5092 1.4417 1.3378
C: 4.0325 1.5304 1.1679
C: 4.7041 0.2283 0.8394
C: 5.4096 0.0657 -0.3464
C: 6.0286 -1.1356 -0.6457
C: 5.9546 -2.1947 0.2418
C: 5.2684 -2.0399 1.4346
C: 4.6537 -0.8376 1.7312
C: 0.2036 1.3326 0.4231
C: -0.7639 0.7570 -0.6084
H: -1.1107 -0.8795 -3.4093
H: -2.4592 0.0476 -2.7266
H: -2.7003 -1.6259 -3.2275
H: -1.2441 -2.4487 -1.4501
H: -3.4700 -2.3486 -0.7772
H: -2.5288 -1.6360 0.5666
H: -4.7619 -2.1056 1.1361
H: -6.8801 -1.7294 2.2822
H: -8.1407 0.3647 1.9476
H: -7.2413 2.0997 0.4326
H: -5.0961 1.7214 -0.7353
H: 0.8917 -2.0264 -1.3250
H: 0.9546 -0.4833 -2.1985
H: 1.6707 -0.9964 0.7211
H: 2.8092 -0.6713 -0.5879
H: 1.4388 1.7430 -1.9586
H: 3.1194 1.5303 -1.4589
H: 1.4567 3.6122 -0.5725
H: 2.1724 2.4260 1.6734
H: 2.2761 0.7295 2.1320
H: 4.4375 1.8947 2.1175
H: 4.2649 2.2751 0.4074
H: 5.4786 0.8901 -1.0427
H: 6.5713 -1.2442 -1.5738
H: 6.4352 -3.1335 0.0090
H: 5.2168 -2.8589 2.1377
H: 4.1299 -0.7224 2.6694
H: 0.0261 2.4073 0.5205
H: -0.0202 0.8732 1.3877
H: -1.7874 0.9399 -0.2819
H: -0.6242 1.2611 -1.5803

Cartesian forces, eV/Å:
C 0.2 -0.1 0.3
C -0.5 0.1 0.1
C 0.3 -0.5 -0.1
O -0.2 0.2 -0.1
C -0.2 0.1 0.0
C 0.3 -0.1 -0.1
C -0.1 0.1 0.0
C -0.1 -0.1 0.1
C 0.0 0.0 0.0
C 0.2 -0.1 -0.1
N 0.1 -0.1 0.0
C 0.2 -0.1 0.1
C -0.1 0.0 -0.3
C 0.1 0.1 0.2
C -0.2 -0.5 0.0
O -0.1 0.5 0.2
C 0.1 0.1 -0.3
C -0.2 0.0 0.1
C 0.2 0.1 0.0
C 0.0 0.0 0.1
C 0.0 -0.1 -0.1
C 0.1 -0.1 -0.1
C 0.0 -0.1 0.1
C 0.0 0.0 0.0
C 0.1 -0.1 -0.3
C 0.0 0.2 0.3
H 0.1 0.0 -0.1
H 0.0 0.1 -0.1
H -0.1 0.0 -0.1
H -0.1 0.1 0.1
H 0.0 0.1 0.0
H -0.1 0.0 -0.1
H 0.1 -0.1 0.0
H 0.0 -0.1 0.0
H -0.1 0.0 0.0
H 0.0 0.1 0.0
H 0.0 0.1 -0.1
H 0.0 0.0 -0.1
H 0.0 -0.1 0.0
H 0.0 -0.1 0.0
H 0.0 0.0 0.0
H 0.1 -0.1 0.0
H 0.0 -0.1 0.0
H 0.0 0.0 0.0
H 0.0 0.0 0.1
H -0.1 0.0 0.1
H 0.0 0.1 -0.1
H 0.1 0.0 0.0
H 0.0 0.1 -0.1
H 0.0 0.0 -0.1
H 0.0 -0.1 0.0
H 0.0 -0.1 0.1
H -0.1 0.0 0.1
H 0.0 0.1 0.1
H 0.0 0.0 0.1
H 0.1 0.1 -0.1
H -0.1 0.0 0.0

The SMILES is C[C@H](COc1ccccc1)N1CCC(CO)(CCc2ccccc2)CC1. For the HOMO-LUMO gap, the calculation gives 9.13 eV. For the LUMO energy, the calculation gives 0.73 eV. The HOMO energy comes out at -8.394 eV.



No. 5
Density functional theory data (ωB97M-V/def2-TZVPD) for a 2-piece molecular cluster, C10H15NO2 overall in a non-equilibrium geometry.

Element x y z (Å)
C: 0.0596 0.3057 2.8326
C: 0.6079 -0.4357 1.7598
C: 1.6140 0.2298 0.9958
C: 2.2550 -0.5170 -0.0062
C: 1.6232 -1.6025 -0.5818
O: 1.9473 -2.0531 -1.8448
C: 0.5441 -2.2016 0.0845
C: 0.2124 -1.7012 1.2986
H: -0.9999 0.5767 2.7563
H: 0.6908 1.1236 3.1138
H: -0.0340 -0.3662 3.6879
H: 1.9604 1.1469 1.2204
H: 3.1099 -0.1338 -0.4879
H: 1.2783 -2.8237 -1.9784
H: -0.0086 -2.9121 -0.3928
H: -0.3887 -2.3053 1.9615
C: -2.1675 0.0857 -2.0717
C: -1.2824 0.3679 -0.9574
C: -1.3794 1.8585 -0.4031
N: -1.6072 2.9540 -1.1621
O: -1.2953 2.0699 0.8131
H: -3.2364 0.2598 -1.9068
H: -2.0570 -0.9527 -2.2022
H: -1.8803 0.5104 -2.9759
H: -1.2424 -0.2437 0.0117
H: -0.1590 0.2458 -1.2350
H: -1.5348 3.8293 -0.7516
H: -1.9862 2.8954 -2.1395

Cartesian forces, eV/Å:
C -2.1 -0.5 3.2
C 2.2 0.0 -3.7
C -1.1 -5.4 -0.5
C -1.0 0.8 -0.3
C -1.0 -0.5 0.1
O -1.6 -1.9 0.2
C 2.7 2.2 0.0
C -0.8 0.7 2.1
H 0.4 0.5 -0.7
H 0.0 0.6 0.2
H 0.4 -0.1 0.5
H 1.1 3.0 1.0
H 0.9 0.5 -0.6
H 2.0 1.9 -0.1
H -1.3 -2.4 -0.9
H -0.7 0.1 -0.1
C -1.7 -1.2 0.6
C 3.5 2.7 3.0
C -0.3 -0.7 2.2
N -0.8 -2.1 -4.0
O 0.4 -0.6 -0.9
H 0.2 0.2 0.2
H -0.2 -1.6 -0.6
H 0.6 1.1 -1.6
H -1.1 0.7 -1.7
H -1.8 0.4 0.0
H -0.1 1.5 1.0
H 0.9 0.1 1.6

The SMILES is Cc1ccc(O)cc1.CCC(N)=O. For the HOMO-LUMO gap, the calculation gives 8.70 eV. For the LUMO energy, the calculation gives 0.67 eV. The HOMO energy comes out at -8.028 eV.



No. 6
Density functional theory data (ωB97M-V/def2-TZVPD) for C24H40N4O as an isolated structure in a non-equilibrium geometry.

Element x y z (Å)
C: -0.5110 1.0522 -3.5289
H: 0.4532 1.6038 -3.2258
H: -0.7035 1.5265 -4.5877
H: -0.1673 0.0560 -3.7504
C: -1.4061 1.2996 -2.4091
N: -1.1979 0.5384 -1.1208
C: -0.5010 1.3032 -0.2393
N: 0.1579 2.3800 -0.7651
C: 1.0499 3.1638 0.0211
C: 1.0120 4.6746 -0.6228
C: -0.3658 5.0730 -0.5523
H: -0.2257 6.1463 -0.9178
H: -0.5765 5.5564 0.5759
H: -1.1241 4.5962 -1.1021
C: 1.6089 4.5816 -2.0452
H: 0.6690 3.9433 -2.5536
H: 1.4588 5.7173 -2.4416
H: 2.3916 4.1415 -2.0595
H: 1.7890 5.1518 -0.1604
H: 0.5373 3.2202 1.0591
H: 2.0539 2.7551 0.0054
N: 0.0115 0.4365 0.8015
H: 0.6705 1.0632 1.2815
C: -0.7059 -0.5486 1.4892
C: -1.1479 -1.4169 0.3916
C: -0.5327 -2.3674 -0.2432
O: -0.7500 -3.3891 0.1481
N: 0.4955 -2.0649 -1.0492
H: 0.4080 -0.9629 -1.0511
C: 1.2870 -2.7820 -1.6434
H: 1.1711 -3.9291 -1.3662
C: 1.3677 -2.7026 -3.1240
C: -0.1923 -3.1055 -3.6527
H: -0.2471 -2.8883 -4.6132
H: -0.4138 -4.0583 -3.2608
H: -0.9313 -2.5881 -3.2708
C: 2.4367 -3.6174 -3.8536
H: 1.8200 -4.7129 -3.5374
H: 2.1926 -3.6063 -4.9050
H: 3.1970 -3.5449 -3.4624
H: 1.2864 -1.5956 -3.4814
H: 2.1669 -2.7418 -1.2285
H: -2.1937 -1.8186 1.1510
C: -2.1189 -0.3310 -0.4973
C: -3.2504 0.2011 -0.0154
H: -3.9710 -0.2566 0.3696
H: -3.1038 1.2583 0.5346
H: -3.9639 0.8827 -0.9634
H: -2.3076 -1.1863 -1.4647
C: -1.3739 -0.0276 2.7335
H: -1.8838 0.9227 2.2793
H: -1.9643 -0.7046 2.9615
C: -0.3383 0.5630 3.6027
C: 0.2236 -0.5409 4.3550
C: 1.5430 -0.7387 4.0011
C: 2.1433 -2.0223 4.5027
C: 1.7623 -2.7942 5.4347
C: 0.3128 -2.6933 5.7720
C: -0.3327 -1.6283 5.1276
H: -1.6582 -1.3504 5.3293
H: -0.0771 -3.2513 6.3097
H: 2.1285 -3.6791 5.7449
H: 3.4528 -2.0627 4.2804
H: 2.0958 -0.1821 3.5915
H: -1.0975 1.0785 4.6099
H: 0.2295 1.3763 3.4593
H: 0.1639 -1.0483 1.9008
H: -2.5498 0.5024 -2.9384
H: -1.8629 2.1735 -2.1200

Cartesian forces, eV/Å:
C 4.1 3.1 -1.9
H -0.8 -0.7 -0.6
H -0.5 -0.7 2.3
H -0.5 -0.7 0.4
C -5.9 -6.8 -0.6
N 0.5 2.4 -2.0
C 4.9 0.5 -1.6
N -2.9 -3.4 1.5
C -1.7 1.5 0.7
C 1.7 -6.2 -0.7
C 0.3 7.3 3.4
H -1.0 -0.9 -0.6
H -0.2 -2.3 -2.5
H -0.7 -0.9 -0.2
C -15.3 6.3 -1.0
H 2.9 1.4 0.5
H 1.1 -2.8 0.4
H 10.1 -5.1 -0.7
H 1.0 2.2 2.3
H 1.6 0.2 -0.9
H 0.4 -0.1 0.4
N 1.8 6.1 -1.4
H -0.3 -1.0 0.4
C 4.9 -0.6 0.4
C -14.4 9.6 7.0
C 6.4 2.1 -4.9
O -2.2 -13.1 3.0
N -9.4 12.1 5.3
H 1.5 -2.6 -1.1
C 4.8 -10.1 -6.1
H -0.8 1.8 -0.6
C -3.5 1.3 -3.2
C 5.9 -1.7 3.0
H -0.1 -0.1 -4.8
H 0.0 -1.8 -0.5
H -3.3 3.5 2.6
C -19.0 -3.5 -4.1
H 2.5 2.5 -0.8
H 1.0 0.4 -0.3
H 14.4 1.1 6.2
H 1.2 -1.5 0.7
H 5.9 0.8 1.9
H 2.8 -0.2 -2.8
C 5.8 -8.2 -6.2
C -1.9 11.8 -2.6
H -5.5 -4.5 3.6
H 0.1 -2.5 -0.5
H 2.2 -2.3 2.0
H -0.3 2.4 2.5
C 3.1 9.2 -7.0
H -0.2 -1.8 1.1
H -5.7 -5.9 3.8
C -7.1 -1.6 7.5
C 4.2 -2.5 -0.4
C -6.9 -11.7 8.2
C 7.7 6.3 -4.5
C -7.2 -1.4 2.4
C 7.7 11.8 -10.9
C -5.0 1.6 1.5
H 4.1 -1.3 -0.4
H -6.7 -9.3 8.9
H 2.3 -2.4 1.1
H -4.0 -0.1 0.2
H 7.4 8.0 -6.3
H 1.8 -0.9 -2.8
H 2.2 2.4 -1.6
H 0.2 -1.1 0.5
H 2.6 2.3 1.7
H -0.4 2.5 -0.4

For the HOMO-LUMO gap, the calculation gives 8.85 eV. For the LUMO energy, the calculation gives 0.53 eV. The HOMO energy comes out at -8.324 eV.



No. 7
Density functional theory data (ωB97M-V/def2-TZVPD) for C5H3O2S2 as an isolated structure in a non-equilibrium geometry.

Element x y z (Å)
C: -2.1670 1.6077 0.0512
C: -1.1052 0.7317 0.0863
C: -0.5544 -1.6272 -0.0430
C: -1.5137 -0.6866 0.0235
C: 0.4495 0.8838 -0.1070
O: -4.1496 -0.4694 1.2199
O: -3.6820 -0.3389 -1.2831
S: 1.0937 -0.8910 -0.0379
S: -3.2532 -0.0395 0.0840
H: -0.5345 -2.6443 0.0766
H: 0.7388 1.2709 -1.0374
H: 0.7548 1.5993 0.6888

Cartesian forces, eV/Å:
C 0.0 -1.3 0.8
C 0.5 -0.3 -1.4
C -0.3 3.2 0.2
C 0.7 0.2 1.2
C -1.9 -0.5 2.1
O 2.0 1.0 -2.3
O -0.9 0.2 0.6
S -0.3 1.0 0.2
S 0.0 -0.8 0.3
H -0.4 -2.3 0.0
H 0.2 0.6 -1.3
H 0.5 -0.9 -0.4

For the HOMO-LUMO gap, the calculation gives 7.19 eV. For the LUMO energy, the calculation gives 3.13 eV. The HOMO energy comes out at -4.053 eV. The charge is -1.



| no. | electronic energy (hartree) |
| --- | --- |
| 1 | -1555.69271 |
| 2 | -1078.49049 |
| 3 | -379.01644 |
| 4 | -1100.24509 |
| 5 | -595.22994 |
| 6 | -1231.81034 |
| 7 | -1139.07810 |